Entry 1:
This record from the Open Molecules 2025 dataset describes a 3-piece molecular cluster, C3H11O3 overall at a distorted geometry. The level of theory is ωB97M-V with the def2-TZVPD basis set.

The geometry in XYZ format:
```
17
C3H11O3, DFT ωB97M-V with the def2-TZVPD basis set
C -0.0637 0.7235 0.0726
O -1.1907 0.2977 0.8419
C 0.7670 -0.5574 -0.4915
C 1.7519 -0.1770 -1.6241
H -0.4113 1.3812 -0.8352
H 0.6289 1.4468 0.6985
H 1.2979 -1.0960 0.3243
H 0.0373 -1.1914 -0.9492
H 2.1343 -1.0219 -2.2301
H 1.3197 0.4474 -2.3641
H 2.5571 0.3448 -1.1304
H -1.8398 -1.6577 -0.7926
H -2.1917 -0.5001 0.0252
O -2.6955 -1.1568 -0.6315
H -0.9166 0.7131 2.1582
H -0.3896 1.3970 3.6430
O -0.7951 0.6070 3.2849
```

## Properties
Electronic energy = -9432.040 eV
Gap between HOMO and LUMO = 8.33 eV
Energy above the lowest of the compared OMol25 structures with the same formula, charge and spin = 82.4 kJ/mol
Net charge = -1
HOMO = -4.4 eV

---

Entry 2:
This record from the Open Molecules 2025 dataset describes a 3-piece molecular cluster, C3H11O4 overall at a distorted geometry. The level of theory is ωB97M-V with the def2-TZVPD basis set.

The geometry in XYZ format:
```
18
C3H11O4, DFT ωB97M-V with the def2-TZVPD basis set
C 0.2938 1.0888 0.2636
C 1.6626 0.4026 0.3969
O 2.1368 -0.1857 -0.8329
C -0.7152 0.9649 1.3987
O -0.8538 -0.3415 1.8470
H -0.3293 0.5184 -0.5305
H 0.3271 2.0047 -0.3047
H 2.5021 1.0270 0.9437
H 1.6628 -0.4080 1.0927
H 1.3380 -0.7190 -1.2533
H -0.5678 1.6196 2.3687
H -1.6670 1.3074 0.8836
H -0.8861 -0.8763 0.8455
H 0.1810 -1.7548 -0.1935
O -0.7488 -1.8391 -0.2596
H -1.4274 -1.3037 -2.8821
H -1.3357 -0.9632 -1.4410
O -1.5730 -0.5421 -2.3428
```

## Properties
Electronic energy = -11478.928 eV
Gap between HOMO and LUMO = 8.86 eV
Energy above the lowest of the compared OMol25 structures with the same formula, charge and spin = 178.7 kJ/mol
Net charge = -1
HOMO = -4.8 eV